Formula: C4H8NO2
Source: OMol25
Level of theory: ωB97M-V/def2-TZVPD

## Properties
LUMO level: 3.85 eV
SMILES: NCCCC(=O)[O-]
highest occupied orbital energy: -3.783 eV
total charge: -1
energy above the lowest of the compared OMol25 structures with the same formula, charge and spin: 0.591 eV

Positions of all 15 atoms, in Å:
N  -1.95439  0.97421  -1.36348
C  -1.24050  -0.00882  -0.53972
H  0.08289  1.28405  0.51122
C  2.20578  -0.53428  1.23298
C  0.15674  0.36593  -0.07676
H  -1.83508  -0.22579  0.35553
C  0.69403  -0.75615  0.83696
H  -1.92388  0.73105  -2.33855
H  -1.64955  1.92958  -1.31999
H  -1.26972  -0.94285  -1.10303
O  2.98833  -1.00043  0.36812
H  0.52221  -1.71744  0.35103
H  0.08092  -0.67018  1.74096
O  2.38150  0.03602  2.31754
H  0.76071  0.53508  -0.97280

Formula: C4H8NO2
Source: OMol25
Level of theory: ωB97M-V/def2-TZVPD

## Properties
LUMO level: 4.14 eV
highest occupied orbital energy: -4.208 eV
total charge: -1
energy above the lowest of the compared OMol25 structures with the same formula, charge and spin: 1.459 eV

Positions of all 15 atoms, in Å:
C  -0.29980  1.65072  1.68193
H  0.17201  1.08655  -2.94038
H  0.81218  -2.14192  -1.46243
C  0.48889  0.11405  -2.58936
H  1.05784  -1.66078  0.91550
H  -0.61031  -1.13730  0.92298
O  0.64789  1.54781  0.87487
C  0.05001  -0.32451  -1.40670
O  -1.25067  0.86573  1.88261
H  1.17266  -0.45666  -3.21084
H  -0.35329  0.34845  -0.65561
H  -0.28608  2.58219  2.31536
N  0.06853  -1.65096  -0.97875
C  0.07662  -1.85064  0.46864
H  -0.20242  -2.88055  0.68786

Formula: C4H8NO2
Source: OMol25
Level of theory: ωB97M-V/def2-TZVPD

## Properties
LUMO level: 4.26 eV
SMILES: C[C@H](CO)/N=C\[O-]
highest occupied orbital energy: -3.558 eV
total charge: -1
energy above the lowest of the compared OMol25 structures with the same formula, charge and spin: 2.537 eV

Positions of all 15 atoms, in Å:
O  0.28755  2.32177  1.20970
C  0.74173  1.18807  1.59952
H  -0.82357  -2.34782  -0.87517
O  0.65317  1.33771  -1.25584
C  -0.47624  0.51758  -1.23249
H  -0.71800  -0.20824  -2.08240
N  0.54002  0.02893  1.13137
H  0.86051  -1.85716  -0.68318
H  -1.46427  1.08104  -1.05611
H  -1.39341  -0.06290  0.46787
H  0.62524  1.66370  -0.26041
C  -0.41730  -0.41438  0.21418
H  1.57792  1.14233  2.28547
H  0.10220  -2.52566  0.70167
C  -0.09555  -1.86498  -0.16419